ORCA calculation (ωB97M-V/def2-TZVPD) on an isolated molecule of C5H10N2.

Summary:
Energy, eV: -8324.4995
SMILES: C=NC(=C)CCN
HOMO-LUMO gap, eV: 8.71
ΔE to the lowest compared entry with this formula, charge and spin, eV: 2.834

```
17
C5H10N2 ωB97M-V/def2-TZVPD
C -0.93169 0.90094 -2.48387
N -0.01275 0.82275 -1.57445
C -0.38687 0.67684 -0.14031
C -1.56760 0.26804 0.42625
C 0.90194 0.72141 0.69651
C 1.38837 -0.70402 0.84831
N 0.53079 -1.85694 1.21052
H -1.97629 1.07976 -2.24752
H -0.66378 0.91954 -3.52447
H -1.69249 0.11879 1.42857
H -2.47610 0.31076 -0.14636
H 0.75807 1.31309 1.60800
H 1.68315 1.42746 0.26161
H 2.15619 -0.70262 1.63780
H 1.78070 -0.91311 -0.14237
H 1.03845 -2.69069 1.18820
H -0.53009 -1.69199 0.95356
```

ORCA calculation (ωB97M-V/def2-TZVPD) on the ion C4H8IN2 with charge +1.

Summary:
Energy, eV: -15348.6354
SMILES: CN1C[C@H]1C(=[NH2+])I
Net charge: +1
HOMO-LUMO gap, eV: 8.31
ΔE to the lowest compared entry with this formula, charge and spin, eV: 3.471

```
15
C4H8IN2 ωB97M-V/def2-TZVPD
C 0.85076 2.02471 -0.48709
N 0.15659 0.95901 0.12655
C 0.83924 0.01732 0.87058
C 0.25318 -0.42159 -0.47546
C -1.16788 -1.08685 -0.15495
N -1.45801 -2.31536 0.17323
I -2.77588 0.27144 -0.07478
H 0.30581 2.62812 -1.21494
H 1.14255 2.64477 0.43682
H 1.77096 1.69757 -0.87395
H 0.31673 -0.29272 1.70913
H 1.90165 0.05526 1.08195
H 1.15507 -0.61898 -1.29982
H -0.78350 -3.06360 0.02058
H -2.50726 -2.49909 0.16214
```

ORCA calculation (ωB97M-V/def2-TZVPD) on a cluster of 3 separate species, C4H9NO3 in total.

Summary:
Energy, eV: -11919.6512
HOMO-LUMO gap, eV: 6.97
ΔE to the lowest compared entry with this formula, charge and spin, eV: 7.890

```
17
C4H9NO3 ωB97M-V/def2-TZVPD
C -0.70528 1.10240 0.03672
C -0.00357 -0.73374 -0.67039
C -1.84605 0.57721 0.86452
C 1.10830 -0.10649 -1.13843
N 0.17246 1.92123 0.73294
O 1.37810 -2.29312 -1.40585
O 1.78330 -2.88246 -0.14537
O 2.00212 0.64051 -1.19385
H 2.71425 -2.62303 -0.05703
H -0.99261 1.54514 -0.91410
H 0.90897 2.35235 0.19126
H 0.49515 1.56513 1.62267
H 0.13919 -1.33932 0.22742
H -0.73299 -1.06473 -1.39650
H -1.47729 -0.00843 1.71009
H -2.50375 -0.05793 0.27503
H -2.44030 1.40528 1.26086
```

ORCA calculation (ωB97M-V/def2-TZVPD) on a cluster of 10 separate species, C23H49ClN3O10S5 in total.

Summary:
Energy, eV: -116280.9543
Net charge: -1
HOMO-LUMO gap, eV: 8.09
ΔE to the lowest compared entry with this formula, charge and spin, eV: 0.000

```
91
C23H49ClN3O10S5 ωB97M-V/def2-TZVPD
Cl 0.09187 0.66421 -1.10440
O 1.43484 1.00624 -0.66426
O -0.05027 -0.74280 -1.35493
O -0.86134 1.07357 -0.09198
O -0.17283 1.38754 -2.33227
C -0.16193 -2.80363 -4.00545
O 0.58256 -3.73321 -4.78182
H 0.13516 -2.93281 -2.96950
H 0.07512 -1.76843 -4.27242
H -1.24164 -2.94617 -4.10335
H 0.17128 -3.82425 -5.64473
N -4.16515 -2.31058 -1.25150
C -3.48244 -1.33793 -0.58469
C -3.67166 -1.53279 0.75273
C -4.41797 -2.73792 0.90102
C -4.73456 -3.17263 -0.35117
H -4.26785 -2.32928 -2.25064
H -2.91809 -0.55804 -1.06877
H -3.36799 -0.88188 1.55396
H -4.69069 -3.25682 1.80560
H -5.31804 -4.00212 -0.71143
N -0.59166 -1.21676 2.18636
C -1.10461 -2.33836 2.76776
C -0.73881 -2.34729 4.08655
C -0.00331 -1.15034 4.31803
C 0.07303 -0.47942 3.12238
H -0.81211 -0.93056 1.24383
H -1.70676 -3.03406 2.21012
H -0.94304 -3.11932 4.80903
H 0.45827 -0.85519 5.24633
H 0.56617 0.42984 2.81818
N 2.79790 -1.73796 0.01436
C 3.37570 -2.64952 -0.82192
C 3.87572 -3.67521 -0.05758
C 3.55558 -3.38351 1.29111
C 2.89220 -2.17587 1.30158
H 2.39825 -0.86063 -0.29009
H 3.44389 -2.44664 -1.87666
H 4.45498 -4.48502 -0.46908
H 3.70266 -3.92854 2.21054
H 2.46604 -1.62134 2.12129
C 4.83596 1.62799 -1.44236
S 5.12474 0.81941 -3.02024
O 5.69089 -0.52124 -2.73437
C 3.38040 0.57073 -3.39355
H 4.34732 2.58358 -1.64382
H 5.78367 1.76903 -0.93133
H 4.15438 1.01890 -0.84784
H 2.82358 1.50151 -3.31211
H 3.02393 -0.16414 -2.67572
H 3.31182 0.22133 -4.42193
C 0.56475 -5.07892 1.22635
S 0.15438 -5.35778 -0.48919
O -0.48624 -6.69725 -0.55435
C -1.15051 -4.14279 -0.56615
H 0.74364 -4.02588 1.43549
H 1.50154 -5.60695 1.40829
H -0.20153 -5.49381 1.88102
H -0.71329 -3.14932 -0.43737
H -1.89453 -4.32772 0.21136
H -1.64560 -4.18753 -1.53338
C -0.97393 4.52191 0.55012
S -0.30897 5.92462 1.43180
O -1.32202 6.31213 2.43880
C 0.88165 4.93541 2.36338
H -1.97827 4.72047 0.17643
H -1.08107 3.65527 1.21003
H -0.36605 4.11735 -0.26106
H 1.49114 4.32944 1.69231
H 0.29162 4.28303 3.00536
H 1.48207 5.62805 2.94750
C -3.04903 1.87118 2.42485
S -3.19054 3.10983 3.69150
O -4.62259 3.49110 3.74604
C -2.93622 1.98849 5.06643
H -3.13578 2.36214 1.45558
H -3.87282 1.15670 2.48720
H -2.11030 1.31518 2.46533
H -3.69114 1.20245 5.01206
H -3.02415 2.54676 5.99493
H -1.95704 1.50707 5.00650
C -0.36364 5.37974 -2.87314
S 0.43923 5.10371 -4.45043
O 1.14012 6.35896 -4.79736
C 1.67175 3.96077 -3.82496
H -0.77075 4.44582 -2.48592
H -1.18015 6.07174 -3.07838
H 0.32053 5.83635 -2.15791
H 1.16933 3.05045 -3.49133
H 2.18325 4.43450 -2.98478
H 2.38596 3.76570 -4.62182
```

ORCA calculation (ωB97M-V/def2-TZVPD) on a structure of composition C46H56N5O3P4V.

Summary:
Energy, eV: -125040.7034
2S+1: 3
Net charge: +2
Expectation value of S²: 2.06
HOMO-LUMO gap (spin up / spin down), eV: 7.48 / 8.16
ΔE to the lowest compared entry with this formula, charge and spin, eV: 0.155

```
115
C46H56N5O3P4V ωB97M-V/def2-TZVPD
V 0.22273 0.10988 -0.00301
C -2.26563 -3.22663 -3.92431
N -1.10269 -2.66138 -3.24286
C 0.16951 -3.26994 -3.63215
P -1.17593 -1.21197 -2.50354
O 0.10792 -0.95048 -1.76823
O -2.43627 -1.31726 -1.49641
P -2.42713 -1.64565 0.08806
O -1.14964 -1.21918 0.74619
N -2.58138 -3.26778 0.14295
C -2.16535 -3.96987 1.36250
C -3.64625 -3.95494 -0.58721
N -3.66379 -0.73242 0.63072
C -5.01468 -0.87698 0.09003
C -3.59587 0.00192 1.89586
N -1.61652 0.08520 -3.39428
C -0.57983 0.85295 -4.08930
C -2.92201 0.14190 -4.05482
H -2.19096 -3.09761 -5.00639
H -3.18414 -2.75345 -3.58100
H -2.32774 -4.29338 -3.70447
H 0.28811 -3.24786 -4.71734
H 0.19162 -4.30927 -3.29947
H 0.99762 -2.73364 -3.17687
H -1.34432 -3.43858 1.83992
H -1.81167 -4.96101 1.08206
H -2.99709 -4.07603 2.06413
H -3.91449 -3.40518 -1.48659
H -4.53914 -4.08357 0.03030
H -3.28684 -4.94087 -0.88373
H -4.98731 -1.32433 -0.90320
H -5.46781 0.11152 0.00317
H -5.63990 -1.49353 0.73958
H -2.56299 0.08414 2.22623
H -4.18164 -0.50039 2.66844
H -3.99886 1.00515 1.74140
H 0.34702 0.83249 -3.52017
H -0.91946 1.88630 -4.16728
H -0.39495 0.46800 -5.09579
H -3.67515 -0.36920 -3.45704
H -2.89012 -0.30171 -5.05357
H -3.21896 1.18720 -4.14199
N 2.06037 -0.83129 2.41638
P 1.38996 0.74749 2.13005
C 0.85097 1.30209 3.74956
C -0.31929 2.05310 3.84194
C -0.75903 2.49965 5.07895
C -0.04053 2.18323 6.22251
C 1.11695 1.41963 6.13651
C 1.56785 0.97745 4.90394
C 2.88198 1.67783 1.67990
C 3.66830 2.33526 2.62501
C 4.83600 2.97558 2.24128
C 5.23220 2.96443 0.91174
C 4.45479 2.31972 -0.03950
C 3.28427 1.68947 0.34804
P 1.94398 -1.51817 0.85413
C 3.60966 -1.56340 0.17385
C 3.75038 -1.51287 -1.21153
C 5.01552 -1.54595 -1.77782
C 6.13500 -1.61208 -0.96019
C 5.99427 -1.64763 0.42071
C 4.73253 -1.62546 0.99250
C 1.47972 -3.25439 1.09142
C 1.34291 -3.85330 2.33983
C 1.04709 -5.20697 2.43475
C 0.88097 -5.96670 1.28657
C 1.00775 -5.37065 0.03818
C 1.30547 -4.02227 -0.05858
H 1.61639 -1.34625 3.16887
H -0.88168 2.29234 2.94519
H -1.66205 3.09013 5.15075
H -0.38448 2.52918 7.18778
H 1.67041 1.17210 7.03212
H 2.47085 0.38242 4.83896
H 3.36237 2.36813 3.66134
H 5.43447 3.49018 2.98067
H 6.14240 3.46750 0.61445
H 4.75258 2.31835 -1.07922
H 2.68856 1.21610 -0.42614
H 2.87272 -1.42963 -1.84538
H 5.13071 -1.50999 -2.85285
H 7.12287 -1.63001 -1.40039
H 6.87094 -1.69124 1.05259
H 4.61850 -1.63754 2.06894
H 1.49080 -3.29907 3.25831
H 0.96269 -5.66861 3.40912
H 0.66344 -7.02354 1.36337
H 0.89066 -5.96384 -0.85951
H 1.42495 -3.56625 -1.03443
C -4.54549 4.42502 -2.04325
C -4.66409 3.04288 -2.08370
C -3.65617 2.25225 -1.55857
C -2.51065 2.82344 -0.99975
C -2.40363 4.21546 -0.95834
C -3.41871 5.00412 -1.47578
C -1.48578 1.90880 -0.46691
C -0.19264 2.08120 -0.17187
C 0.58058 3.32433 -0.29455
C 1.04253 3.72740 -1.54909
C 1.79285 4.88488 -1.68344
C 2.09785 5.65017 -0.56611
C 1.64583 5.25352 0.68439
C 0.89578 4.09613 0.82148
H -5.33091 5.04954 -2.44644
H -5.54375 2.58644 -2.51897
H -3.74144 1.17122 -1.58441
H -1.53865 4.68476 -0.51534
H -3.33041 6.08124 -1.43277
H -1.91647 0.90560 -0.33028
H 0.79913 3.13448 -2.42260
H 2.13811 5.19251 -2.66180
H 2.68341 6.55325 -0.66967
H 1.87831 5.84784 1.55804
H 0.54828 3.79671 1.80455
```

ORCA calculation (ωB97M-V/def2-TZVPD) on an isolated molecule of C15H10F3N3OS.

Summary:
Energy, eV: -41220.0858
SMILES: NC(=S)c1ccc(-n2nc(C(F)(F)F)cc2-c2ccco2)cc1
HOMO-LUMO gap, eV: 7.90
ΔE to the lowest compared entry with this formula, charge and spin, eV: 1.655

```
33
C15H10F3N3OS ωB97M-V/def2-TZVPD
N 4.17302 1.16209 -3.46658
C 3.08252 0.34125 -3.14571
S 2.30386 -0.47721 -4.41031
C 2.47120 0.29059 -1.81217
C 1.95746 -0.91969 -1.34205
C 0.93836 -0.83124 -0.41369
C 0.64846 0.37162 0.37684
N -0.31904 0.53564 1.37799
N -0.24066 1.21387 2.42239
C -1.27458 0.90541 3.22925
C -1.57690 1.55628 4.57582
F -1.77291 0.62605 5.55199
F -2.75246 2.18369 4.46054
F -0.54147 2.32084 4.76415
C -2.23749 0.07938 2.46851
C -1.56354 -0.12289 1.26231
C -2.05485 -0.91206 0.16065
C -2.63585 -2.13750 0.25819
C -2.67143 -2.69109 -1.12199
C -2.15954 -1.69682 -1.94777
O -1.82811 -0.57998 -1.20056
C 1.25595 1.54563 -0.12056
C 2.15228 1.47368 -1.15785
H 4.39412 1.29133 -4.46704
H 4.82279 1.43895 -2.77082
H 2.24129 -1.83460 -1.86250
H 0.70838 -1.80480 -0.05320
H -3.39324 -0.09163 2.66330
H -2.77289 -2.64474 1.23949
H -2.97263 -3.67984 -1.32336
H -2.03510 -1.75302 -3.00976
H 1.10106 2.43092 0.41018
H 2.55192 2.40988 -1.59566
```

Question: Among the records above, which one has the highest energy?
Answer: C5H10N2

Question: The highest energy belongs to which entry?
Answer: C5H10N2